1.
Molecular formula: C47H40As2CrN6O4S2
Method: DFT, ωB97M-V with the def2-TZVPD basis set

Largest force on an atom in eV Å⁻¹: 2.60
Calculated total energy in eV: -238280.5717
HOMO (alpha / beta) in eV: -7.88 / -9.24
Lowest unoccupied orbital energy (alpha / beta) in eV: -2.250 / -2.869

ORCA input file:
```
! wB97M-V def2-TZVPD RIJCOSX def2/J DEFGRID3
* xyz 1 4
Cr -0.889 0.898 -0.439
N -0.688 -3.377 1.479
C -0.196 -2.218 0.976
N -0.887 -1.126 0.833
C -2.205 -1.123 1.287
N -2.857 0.009 1.386
N -2.233 1.062 0.913
C -2.591 2.278 1.311
C -1.750 3.279 0.833
C -1.928 4.669 1.032
C -1.050 5.550 0.468
C 0.036 5.046 -0.272
C 0.176 3.685 -0.400
N -0.678 2.796 0.118
C -2.833 -2.356 1.707
C -4.190 -2.453 1.998
C -4.734 -3.665 2.393
C -3.933 -4.787 2.515
C -2.574 -4.708 2.230
C -2.032 -3.504 1.818
H -0.073 -4.165 1.612
H 0.845 -2.244 0.683
H -3.430 2.434 1.972
H -2.769 4.995 1.624
H -1.169 6.614 0.592
H 0.761 5.708 -0.714
H 1.021 3.265 -0.949
H -4.798 -1.568 1.923
H -5.790 -3.736 2.602
H -4.357 -5.728 2.830
H -1.941 -5.575 2.329
C 2.895 1.029 -0.634
C 2.573 1.128 0.857
As 2.630 -0.658 1.715
C 1.316 -0.466 3.162
C 0.309 0.485 3.229
C -0.638 0.437 4.240
C -0.583 -0.557 5.202
C 0.424 -1.509 5.153
C 1.354 -1.468 4.131
C 4.232 -0.457 2.840
C 5.153 -1.501 2.819
C 6.303 -1.448 3.585
C 6.542 -0.344 4.385
C 5.626 0.695 4.423
C 4.474 0.637 3.659
As 1.264 0.588 -1.734
C 1.226 -1.362 -1.800
C -0.015 -1.980 -1.866
C -0.163 -3.353 -1.959
C 0.971 -4.149 -1.962
C 2.225 -3.563 -1.866
C 2.348 -2.187 -1.786
C 2.105 0.935 -3.469
C 2.192 -0.028 -4.467
C 2.654 0.318 -5.724
C 3.038 1.620 -5.997
C 2.960 2.585 -5.006
C 2.487 2.244 -3.751
H 3.725 0.332 -0.810
H 3.231 2.010 -1.009
H 1.569 1.555 0.975
H 3.292 1.782 1.360
H 0.239 1.272 2.486
H -1.419 1.182 4.274
H -1.321 -0.589 5.988
H 0.481 -2.280 5.908
H 2.138 -2.218 4.070
H 4.952 -2.365 2.190
H 7.011 -2.263 3.559
H 7.440 -0.291 4.981
H 5.811 1.552 5.053
H 3.752 1.444 3.710
H -1.976 -1.686 -1.885
H -1.149 -3.790 -2.041
H 0.869 -5.218 -2.049
H 3.109 -4.183 -1.868
H 3.330 -1.731 -1.728
H 1.873 -1.046 -4.281
H 2.699 -0.430 -6.501
H 3.392 1.883 -6.982
H 3.253 3.603 -5.218
H 2.396 3.007 -2.977
O -0.566 0.618 -3.700
S -1.270 -0.610 -3.744
O -2.690 -0.581 -3.727
O -1.160 -1.149 -1.870
O -0.617 -1.732 -4.313
S -2.732 3.401 -3.732
C -1.609 2.698 -2.652
N -2.061 1.783 -1.839
C -3.408 1.576 -2.037
C -4.244 0.685 -1.364
C -5.585 0.642 -1.680
C -6.114 1.449 -2.685
C -5.306 2.324 -3.381
C -3.965 2.387 -3.044
H -0.580 3.003 -2.692
H -3.868 0.042 -0.585
H -6.234 -0.034 -1.141
H -7.164 1.387 -2.918
H -5.691 2.951 -4.169
*
```

=====

2.
Molecular formula: C3H3BrO
Method: DFT, ωB97M-V with the def2-TZVPD basis set

Largest force on an atom in eV Å⁻¹: 3.78
Calculated total energy in eV: -75246.0842
HOMO in eV: -9.56
Lowest unoccupied orbital energy in eV: -0.947

ORCA input file:
```
! wB97M-V def2-TZVPD RIJCOSX def2/J DEFGRID3
* xyz 0 1
C 0.539 0.667 -0.130
C 0.845 -0.536 -0.667
C -0.358 -0.002 0.791
O 0.028 -1.262 0.276
Br -2.513 0.263 -0.143
H 0.639 1.739 -0.394
H 1.444 -1.142 -1.500
H -0.624 0.273 1.767
*
```

=====

3.
Molecular formula: C20H28BF4N9PdSSe
Method: DFT, ωB97M-V with the def2-TZVPD basis set

Largest force on an atom in eV Å⁻¹: 0.36
Calculated total energy in eV: -125821.0461
HOMO in eV: -8.72
Lowest unoccupied orbital energy in eV: -1.061

ORCA input file:
```
! wB97M-V def2-TZVPD RIJCOSX def2/J DEFGRID3
* xyz 0 1
Pd -1.353 -0.626 2.088
C -4.360 -4.664 1.010
C -4.541 -3.205 0.848
N -5.495 -2.604 0.214
N -5.181 -1.272 0.295
C -4.052 -1.039 0.958
S -3.234 0.414 1.278
N -3.658 -2.269 1.349
N -2.435 -2.470 1.996
H -5.159 -5.177 0.482
H -4.389 -4.950 2.062
H -3.397 -4.960 0.591
H -5.752 -0.589 -0.172
H -2.579 -2.915 2.898
H -1.850 -3.068 1.382
C 3.562 2.732 2.517
C 3.641 2.575 1.002
C 4.057 1.171 0.568
C 2.963 0.127 0.763
N 1.870 0.314 -0.188
C 0.645 0.808 0.043
Se 0.001 1.367 1.739
N -0.037 0.831 -1.113
C -1.362 1.390 -1.355
C -1.275 2.718 -2.102
C -0.673 3.850 -1.271
C -1.607 4.350 -0.175
C 0.761 0.303 -2.116
C 0.505 0.046 -3.458
C 1.522 -0.547 -4.177
C 2.749 -0.879 -3.581
C 2.998 -0.629 -2.247
C 1.973 -0.026 -1.528
H 3.251 3.741 2.792
H 4.536 2.545 2.973
H 2.847 2.038 2.960
H 4.356 3.296 0.599
H 2.675 2.828 0.549
H 4.925 0.847 1.148
H 4.364 1.175 -0.480
H 2.539 0.187 1.761
H 3.346 -0.884 0.622
H -1.843 1.509 -0.388
H -1.929 0.643 -1.909
H -2.288 2.990 -2.413
H -0.696 2.576 -3.017
H -0.418 4.677 -1.937
H 0.273 3.517 -0.830
H -2.534 4.737 -0.605
H -1.144 5.153 0.399
H -1.863 3.557 0.529
H -0.451 0.268 -3.910
H 1.365 -0.781 -5.221
H 3.511 -1.359 -4.180
H 3.932 -0.911 -1.782
F -1.946 -1.742 -0.837
B -0.983 -2.789 -0.825
F -0.696 -3.214 -2.097
F -1.578 -3.859 -0.054
F 0.150 -2.349 -0.134
N 4.336 -2.514 2.454
C 3.410 -2.125 3.026
N 2.421 -1.601 3.738
C 1.217 -1.623 3.344
N 0.061 -1.642 3.122
*
```